Entry from the OMol25 dataset: one molecule with the formula C25H28N4O3 at a distorted geometry (ωB97M-V/def2-TZVPD).

Geometry as ORCA input:
```
! wB97M-V def2-TZVPD RIJCOSX def2/J DEFGRID3
* xyz 0 1
C 3.0119 2.0745 -2.8050
C 1.9893 1.7133 -1.7466
N 0.8110 0.9901 -2.5703
O -0.3643 1.3392 -2.3326
O 1.1535 0.1272 -3.3956
H 3.7593 2.7819 -2.4256
H 3.5015 1.1703 -3.1911
H 2.4951 2.5535 -3.6456
H 1.4814 2.5971 -1.3276
C -2.7689 -1.1410 3.5245
N -2.1787 -1.1001 2.2102
C -2.7346 -1.7567 1.1476
O -3.7458 -2.4519 1.1885
C -1.8460 -1.4867 -0.0652
C -2.5953 -0.7489 -1.1863
C -3.7446 -1.5502 -1.7511
C -5.0217 -0.9870 -1.8239
C -6.1141 -1.7642 -2.2243
C -5.9152 -3.0991 -2.5996
C -4.6296 -3.6460 -2.5875
C -3.5406 -2.8654 -2.1829
N -0.7547 -0.7257 0.5243
C 0.3660 -0.4111 -0.1812
C 1.3658 0.3866 0.2595
C 2.4879 0.7960 -0.6513
C 3.6925 1.3875 0.0894
C 4.9637 1.2700 -0.4950
C 6.0758 1.8664 0.0904
C 5.9365 2.5295 1.3184
C 7.0704 3.1560 1.9435
N 7.9721 3.6890 2.4670
C 4.6828 2.6094 1.9303
C 3.5582 2.0786 1.2956
C -0.9105 -0.4423 1.9486
C -1.0112 1.0683 2.2199
C 0.2254 -1.0641 2.7867
H -3.7133 -1.6832 3.4682
H -2.0948 -1.6425 4.2272
H -2.9473 -0.1233 3.8866
H -1.4571 -2.4401 -0.4633
H -2.9724 0.2027 -0.7792
H -1.8791 -0.4851 -1.9797
H -5.1515 0.0574 -1.5293
H -7.1125 -1.3247 -2.2357
H -6.7656 -3.7110 -2.9033
H -4.4622 -4.6832 -2.8859
H -2.5298 -3.2768 -2.1771
H 0.4025 -0.8775 -1.1756
H 1.4391 0.6338 1.3173
H 2.8687 -0.1002 -1.1760
H 5.0742 0.7212 -1.4384
H 7.0502 1.8178 -0.4081
H 4.5889 3.0990 2.8988
H 2.5729 2.2305 1.7502
H -1.9534 1.4541 1.8070
H -0.9844 1.2354 3.3050
H -0.1874 1.6153 1.7541
H 0.1259 -2.1565 2.7665
H 1.2123 -0.8111 2.3975
H 0.1518 -0.6959 3.8176
*
```

Summary:
- energy (a.u.) = -1414.09199
- gap between HOMO and LUMO (eV) = 7.88
- structure (SMILES) = C[C@H]([C@H](/C=C/N1[C@H](Cc2ccccc2)C(=O)N(C)C1(C)C)c1ccc(C#N)cc1)[N+](=O)[O-]
- energy above the lowest of the compared OMol25 structures with the same formula, charge and spin (kcal per mole) = 99.0